[1]
Entry from OMol25: an isolated molecule of C3H5BrN2 (the ωB97M-V functional and the def2-TZVPD basis).

Structure (XYZ):
```
11
Properties=species:S:1:pos:R:3:forces:R:3:nbo_charge:R:1
H -2.48207 0.93730 1.50574 0.5 0.9 0.5 0.361
N -2.07393 0.48356 0.71618 -2.4 -1.4 -0.1 -0.587
H -0.23102 1.33872 0.65332 1.0 0.9 0.2 0.164
N 1.41603 -1.64990 -0.31028 -1.0 -2.7 -0.9 -0.615
Br -0.41080 0.59563 -2.64402 -0.1 0.0 0.8 -0.023
C -0.94328 0.66226 0.26321 -0.7 -0.8 -0.8 0.110
H 1.59426 0.39294 -0.24471 -1.5 -1.1 -1.0 0.145
C 0.91801 -0.53655 -0.50101 2.7 2.2 1.1 0.114
C -0.50191 -0.28095 -0.82157 0.0 -0.6 -1.3 -0.314
H 2.39958 -1.79330 -0.19902 0.5 0.7 0.6 0.361
H -1.11301 -1.22876 -1.05598 0.9 1.7 1.0 0.283
```
Positions in Å, forces in eV/Å.

The spin multiplicity is 1. As for the lowest unoccupied orbital energy: 0.01 eV. As for the HOMO-LUMO gap: 0.35544 hartree. Its SMILES is [H]/N=C/C(Br)/C=N/[H]. The highest occupied orbital energy is -9.7 eV.

---

[2]
Entry from OMol25: an isolated molecule of C2H5NO (the ωB97M-V functional and the def2-TZVPD basis).

Structure (XYZ):
```
9
Properties=species:S:1:pos:R:3:forces:R:3:nbo_charge:R:1
H -1.79520 0.20428 -0.42753 -0.1 0.3 -0.6 0.362
H 0.06572 -1.55394 0.29720 -0.5 -0.3 0.1 0.221
C -0.10107 -0.53758 0.61782 -1.2 2.1 -2.9 -0.312
H -0.51060 -0.01772 -1.44402 -0.3 0.1 -0.4 0.364
O 1.87994 0.01447 -0.58617 -1.1 -0.7 0.4 -0.601
N -0.83896 0.50241 -0.63445 -0.1 -2.7 1.9 -0.775
H 1.06800 1.36655 0.53993 -0.7 -0.3 0.6 0.141
C 0.99001 0.31695 0.20483 3.6 1.6 0.3 0.378
H -0.75783 -0.29542 1.43240 0.4 -0.1 0.6 0.222
```
Positions in Å, forces in eV/Å.

The spin multiplicity is 1. As for the lowest unoccupied orbital energy: 0.84 eV. As for the HOMO-LUMO gap: 0.38056 hartree. Its SMILES is NCC=O. The highest occupied orbital energy is -9.5 eV.

---

[3]
Entry from OMol25: a structure of composition C16H25IN7O5Pt (the ωB97M-V functional and the def2-TZVPD basis).

Structure (XYZ):
```
55
Properties=species:S:1:pos:R:3:forces:R:3:nbo_charge:R:1
N 2.71289 -1.21003 -1.77119 0.1 0.0 -0.1 -0.596
C -4.18439 -0.47477 -0.16405 0.0 -0.1 0.1 -0.693
N 1.82344 -3.24743 -2.27522 -0.2 0.0 -0.1 -0.771
C -0.06584 2.45361 1.37525 -0.4 0.0 0.2 0.808
C 2.80308 0.05795 -1.22123 0.0 -0.2 0.2 0.667
H 1.46469 4.20347 1.64532 0.1 -0.1 -0.1 0.507
O 1.13816 4.96544 2.15777 -0.2 0.1 0.1 -0.657
O -0.76046 1.35477 1.16411 1.3 0.0 0.0 -0.694
C -2.16025 5.45957 3.53887 0.1 0.0 0.0 -0.147
C -2.72698 -0.25846 -0.40004 0.0 0.1 -0.3 0.332
N -1.83153 -0.78748 0.40347 0.0 0.2 0.0 -0.214
C -2.26131 0.50630 -1.51825 -0.4 0.2 0.1 -0.013
C 4.74594 0.37820 -2.67601 0.0 -0.1 0.0 -0.428
H 5.22712 2.24453 -0.96296 0.0 0.0 0.0 0.228
C -0.78916 3.50738 2.11266 -0.2 -0.2 0.0 -0.236
O -0.37598 1.27297 -2.47549 0.0 0.6 -0.1 -0.423
C -0.13865 4.69782 2.48091 0.1 -0.1 -0.1 0.367
H 3.58562 2.84291 -1.26321 0.0 0.0 0.0 0.223
H 4.15723 0.13059 -3.55961 0.0 0.0 0.0 0.219
H 5.38085 1.21938 -2.93307 0.0 0.0 0.0 0.244
H -2.64147 -0.48668 2.10644 0.2 0.1 0.0 0.477
C 0.83549 -0.68105 1.94762 0.2 -1.0 -0.6 -0.733
N 0.45355 -1.60603 -1.36292 0.1 -0.5 1.0 -0.750
H -2.68883 6.22296 4.09472 0.0 0.0 0.0 0.224
H 1.99308 1.41235 -0.03595 0.1 0.1 0.0 0.451
H -4.34863 -1.16734 0.65472 0.0 0.0 0.0 0.251
H -3.04063 2.13569 -2.65419 0.0 0.0 0.0 0.245
Pt 0.05817 -0.19993 0.09644 -0.8 2.2 -0.2 1.370
C -0.83613 5.65575 3.21538 0.0 0.2 0.0 -0.273
O 1.10569 2.62303 1.01567 0.0 -0.3 -0.1 -0.725
H -4.15045 0.76141 -2.52156 0.0 0.0 0.0 0.222
H -4.63969 -0.89268 -1.06147 0.0 0.1 0.0 0.256
H -4.67873 0.47292 0.05507 0.0 0.0 0.0 0.256
C -3.10714 1.04700 -2.62650 0.1 -0.1 0.0 -0.654
H -3.86411 4.14519 3.41779 0.0 0.0 0.0 0.219
H -0.27196 -2.30693 -1.43878 0.0 -0.1 0.0 0.399
H 0.04018 -0.89991 2.64883 0.0 0.1 0.0 0.223
H 5.40327 -0.45965 -2.42331 0.0 0.0 0.0 0.202
C 1.62217 -2.02061 -1.76212 -0.2 -0.1 0.0 0.684
H -2.73129 0.68503 -3.58561 0.0 0.0 0.0 0.240
I 2.03576 -2.42707 1.81727 0.3 -0.3 0.2 0.055
C -2.82296 4.28980 3.16215 -0.1 0.0 0.0 -0.248
H -2.61649 2.39677 2.18831 0.0 0.0 0.0 0.209
H 1.08478 -3.92623 -2.20679 0.0 0.0 0.0 0.420
C -2.13555 3.32241 2.47102 0.2 0.1 0.0 -0.162
H 3.54900 -1.58261 -2.18771 0.0 0.0 0.0 0.424
H 1.47995 0.12836 2.27237 0.0 0.0 0.0 0.215
H -0.30874 6.55376 3.50891 0.0 0.0 0.0 0.235
C 4.17130 2.01475 -0.85890 -0.1 0.1 0.0 -0.419
N 1.92378 0.45296 -0.37189 -0.4 0.9 0.3 -0.768
H 2.75086 -3.61988 -2.38209 0.0 0.1 -0.1 0.415
H 3.95436 1.91120 0.20361 0.0 0.0 0.0 0.225
N -0.95607 0.75709 -1.51932 0.3 -1.5 -0.4 0.011
O -2.22679 -1.23523 1.65180 -0.2 -0.4 -0.1 -0.529
N 3.89012 0.76423 -1.55822 0.1 0.0 0.0 -0.388
```
Positions in Å, forces in eV/Å.

The spin multiplicity is 1. As for the lowest unoccupied orbital energy: -3.14 eV. As for the HOMO-LUMO gap: 0.27773 hartree. As for the charge: +1. The highest occupied orbital energy is -10.7 eV.

---

[4]
Entry from OMol25: a structure of composition C28H27FeGeI2NO4S (the ωB97M-V functional and the def2-TZVPD basis).

Structure (XYZ):
```
65
Properties=species:S:1:pos:R:3:forces:R:3:nbo_charge:R:1
C -4.55371 0.78579 -0.80889 0.0 0.0 0.0 0.802
H 2.94313 4.34834 0.03913 0.0 0.0 0.0 0.233
C 2.01245 -1.64007 4.46694 0.0 0.0 0.0 -0.223
C 1.36900 -3.50631 -2.53463 0.0 0.0 0.0 -0.212
H -5.26242 3.26699 0.43995 0.0 0.0 0.0 0.269
H 2.54038 0.05683 -2.36933 0.0 0.0 0.0 0.219
C 2.37674 2.28833 0.18498 0.1 0.0 0.0 -0.143
C -3.83489 1.70048 0.11565 0.0 0.0 0.0 0.043
H -1.58805 0.66440 -4.49090 0.0 0.0 0.0 0.254
C -4.28318 2.87759 0.68122 0.0 0.0 0.0 -0.144
H -3.17313 -4.35731 0.88872 0.0 0.0 0.0 0.258
S -1.02339 0.39579 -2.19385 -0.1 -0.1 0.0 0.353
I -3.27064 -1.82766 1.78635 0.0 0.0 -0.1 0.330
H 3.50610 4.21105 -2.36371 0.0 0.0 0.0 0.236
H -3.02582 0.89072 -3.45915 0.0 0.0 0.0 0.224
C 1.49737 -1.44244 3.19634 0.0 0.0 0.0 -0.150
C 2.23881 -0.74878 2.24043 0.0 0.0 0.0 -0.534
H -6.16508 0.51356 -1.75644 0.0 0.0 0.0 0.531
H -1.51462 3.44989 2.58284 0.0 0.0 0.0 0.276
C 3.50122 -0.26036 2.56667 0.0 0.0 0.0 -0.198
C 1.82715 -4.55494 -0.42267 0.0 0.0 0.0 -0.198
C 2.58617 0.99727 -1.83679 0.0 0.0 0.0 -0.192
O -0.35897 -0.00421 0.71383 0.0 0.0 0.0 -0.830
N -2.63078 1.20369 0.39930 0.0 0.0 0.0 -0.417
H 4.99969 -0.08738 4.09003 0.0 0.0 0.0 0.234
C -3.35807 -3.42180 0.37463 0.0 0.0 0.0 -0.701
C 1.31884 -2.26685 -1.91096 0.0 0.0 0.0 -0.226
C 3.03919 2.12301 -2.50946 0.0 0.0 0.0 -0.212
H 3.32465 2.04987 -3.55061 0.0 0.0 0.0 0.233
H -3.74887 4.45460 2.03898 0.0 0.0 0.0 0.262
C 2.23323 1.06815 -0.48654 0.0 0.0 0.0 -0.572
H 2.04170 -5.44130 0.15954 0.0 0.0 0.0 0.237
H -1.75499 2.67824 -1.83801 0.0 0.0 0.0 0.220
C 1.61827 -4.65328 -1.78888 0.0 0.0 0.0 -0.178
H 2.15980 2.35963 1.24203 0.0 0.0 0.0 0.231
O -5.74575 1.16973 -1.17304 0.0 0.0 0.0 -0.604
H 4.08963 0.28301 1.83587 0.0 0.0 0.0 0.224
C -1.82709 1.79836 1.26035 0.0 0.0 0.0 0.093
H 1.66668 -5.61702 -2.27836 0.0 0.0 0.0 0.238
O -4.01710 -0.25904 -1.17204 0.1 -0.1 0.0 -0.611
H 3.67620 -1.30916 5.77868 0.0 0.0 0.0 0.232
H -0.10114 2.34760 -1.22136 0.0 0.0 0.0 0.255
C 1.78639 -3.31290 0.20114 0.0 0.0 0.0 -0.180
C 3.27405 -1.15215 4.78684 0.0 0.0 0.0 -0.165
C 1.51885 -2.15411 -0.52959 0.0 0.0 0.0 -0.544
O 0.28801 1.51579 2.25738 0.0 0.0 0.0 -0.511
H 1.23334 -3.57606 -3.60659 0.0 0.0 0.0 0.232
H 1.43544 -2.17549 5.20938 0.0 0.0 0.0 0.227
Fe -2.10997 -0.47620 -0.34100 0.1 0.1 0.0 0.713
H -0.36859 2.54932 -2.95447 0.0 0.0 0.0 0.262
Ge 1.59573 -0.49033 0.45516 0.0 0.0 0.0 1.879
I -1.80212 -3.06512 -1.03303 0.0 0.0 0.0 0.385
H 1.98115 -3.25298 1.26454 0.0 0.0 0.0 0.235
C -0.52020 1.08853 1.48811 0.0 0.1 -0.1 0.763
C 4.01772 -0.46574 3.83980 0.0 0.0 0.0 -0.193
C -3.43342 3.52977 1.57551 0.0 0.0 0.0 -0.133
H 1.13164 -1.38976 -2.51447 0.0 0.0 0.0 0.220
C -0.80920 2.17507 -2.03251 0.0 0.0 0.0 -0.748
H 0.51031 -1.82623 2.95551 0.0 0.0 0.0 0.194
C -2.19375 2.98564 1.88088 0.0 0.0 0.0 -0.140
H -4.32446 -3.40117 -0.11284 0.0 0.0 0.0 0.249
C 3.14788 3.33425 -1.84064 0.0 0.0 0.0 -0.171
C -2.12374 0.30370 -3.61547 0.0 0.0 0.0 -0.737
C 2.82586 3.41310 -0.49230 0.0 0.0 0.0 -0.228
H -2.38963 -0.74196 -3.75820 0.0 0.0 0.0 0.250
```
Positions in Å, forces in eV/Å.

The spin multiplicity is 1. As for the lowest unoccupied orbital energy (spin up / spin down): -6.69 / -6.70 eV. As for the HOMO-LUMO gap (spin up / spin down): 0.26126 / 0.26079 hartree. As for the charge: +2. The highest occupied orbital energy (spin up / spin down) is -13.8 / -13.8 eV.

---

[5]
Entry from OMol25: a structure of composition C4H4AlF9PSSi (the ωB97M-V functional and the def2-TZVPD basis).

Structure (XYZ):
```
21
Properties=species:S:1:pos:R:3:forces:R:3:nbo_charge:R:1
Al -2.22922 4.23002 -0.38676 -0.1 1.9 -0.6 1.138
F 1.27400 -2.66637 -1.01806 -0.1 -0.1 -0.4 -0.296
F 2.16957 0.66049 -1.11369 -0.1 0.1 -0.1 -0.239
H -1.77086 -1.74443 -0.23375 0.2 0.2 0.0 0.206
H -3.76559 -0.76182 0.37255 0.0 0.3 0.0 0.197
F 0.23499 -0.25240 -1.45615 -1.0 -0.3 -0.2 -0.318
P -2.55233 -0.56424 -0.33504 -1.0 -1.7 -0.6 0.262
F 1.06983 1.96688 1.12753 0.2 0.0 0.5 -0.245
H -1.44052 0.81617 2.16433 -0.3 -0.4 -0.1 0.016
F 0.34495 -1.21361 1.15466 -1.1 0.0 0.2 -0.326
F 0.27782 2.40800 -0.84019 -0.3 0.3 -0.4 -0.326
F 2.32124 -0.35159 1.36004 0.1 0.3 0.2 -0.243
C 0.38561 1.44785 0.12854 -0.3 -0.2 -0.7 0.332
C 1.46982 -0.85453 0.49249 1.0 -0.6 -0.3 0.549
Si -1.40442 1.18090 0.73370 0.7 1.5 2.0 0.939
H -2.18940 2.51920 0.52464 0.2 -1.8 0.0 -0.280
C 2.12002 -2.15101 -0.14056 0.0 0.1 1.2 0.947
F 2.26072 -2.98045 0.88233 0.1 -0.1 -0.3 -0.264
C 1.06818 0.22580 -0.51424 1.8 0.7 -0.1 0.568
F 3.28110 -1.86229 -0.66579 -0.1 0.0 -0.3 -0.249
S -2.92552 -0.05256 -2.23659 0.2 0.0 0.1 0.631
```
Positions in Å, forces in eV/Å.

The spin multiplicity is 1. As for the lowest unoccupied orbital energy: -18.55 eV. As for the HOMO-LUMO gap: 0.11460 hartree. As for the charge: +3. The highest occupied orbital energy is -21.7 eV.

---

[6]
Entry from OMol25: a structure of composition C36H25ClI2N4O4SY (the ωB97M-V functional and the def2-TZVPD basis).

Structure (XYZ):
```
74
Properties=species:S:1:pos:R:3:forces:R:3:mulliken_charge:R:1
O 0.65627 2.08593 1.39891 1.1 0.4 0.2 -0.989
N 0.71755 2.26056 -1.24573 1.8 0.8 1.8 0.635
O -0.72253 -1.92568 0.31979 0.7 0.6 -0.4 -0.295
H 2.12195 1.99665 3.50562 0.2 0.2 -0.6 0.425
C 4.59737 3.15515 1.49837 -0.6 0.3 -1.1 0.436
O 0.52612 -0.47770 2.25654 0.8 0.3 -0.1 0.001
C -2.38228 2.58807 -3.26724 0.7 -0.1 0.2 1.183
H 1.50816 2.62886 -3.74001 0.0 0.0 -0.2 0.405
C -1.75265 -1.68638 -4.57930 -0.2 -0.1 -0.2 -0.398
C -2.77768 -1.36958 -3.68870 -0.3 -0.2 0.0 -0.988
C -0.25275 -1.19039 5.74399 -1.2 1.0 -0.5 -0.770
C -0.08826 2.54214 -2.31622 0.7 -0.9 -3.0 -0.150
N 1.61332 -0.75030 -1.03918 1.0 0.2 -0.3 -0.072
C -1.70312 -0.08920 4.01620 0.4 0.0 1.6 0.476
C -0.60773 -4.12673 1.09398 1.3 0.3 -1.0 -0.932
C 1.90172 2.41575 1.42922 -1.4 0.0 -2.1 0.579
C 3.98153 2.71802 2.65667 -1.4 -0.4 0.4 -0.714
H -3.83017 -1.54504 -3.96494 0.6 0.3 0.3 0.425
C -3.78059 2.56949 -3.02523 -0.3 -0.5 0.5 -0.836
H 1.52275 -2.24557 -2.51325 0.3 -0.2 -0.1 0.615
C 0.43205 2.63029 -3.63449 -0.8 0.4 2.0 -0.186
C -1.79540 2.68727 -4.55650 -1.2 0.3 -0.1 -0.570
C -0.17978 -1.11590 -2.83489 -0.3 -0.4 -1.1 0.848
H -2.04430 -2.06176 -5.58145 0.6 0.3 0.7 0.356
C -0.43662 -1.57645 -4.14492 -1.0 0.0 0.5 -1.258
H 1.87241 -0.61635 -3.16911 -0.3 -0.4 0.5 0.407
H 0.62706 -1.79223 5.96906 -0.2 0.3 -0.2 0.421
Cl 6.27974 3.42664 1.55599 1.2 0.4 -0.1 -0.267
C 2.12109 -4.19741 0.40696 0.6 -0.6 0.2 -0.369
C 2.62798 2.36928 2.60148 1.7 0.0 2.4 -0.424
C 1.45491 -3.00345 0.27783 -1.8 0.4 -0.6 1.310
H -2.91382 0.36844 7.21681 0.1 0.0 -0.1 0.342
H 2.31948 3.46902 -1.79760 0.1 0.6 -0.6 0.409
H -0.04737 2.82840 -5.72977 0.0 -0.1 0.4 0.325
C 1.27573 -1.19348 -2.42313 0.1 0.9 0.5 -1.377
H 2.31719 0.02025 -1.13047 -0.8 -1.0 0.2 0.246
C -1.13495 -0.74954 6.73370 0.6 -0.4 0.8 -0.308
H -0.41344 -6.23338 1.39954 0.2 0.3 0.0 0.348
C 2.57330 2.86457 0.20724 0.4 -0.4 1.2 0.201
C -4.22371 2.35038 -1.74051 0.5 0.8 -0.3 -0.679
Y -0.24308 0.42790 0.26211 -1.0 -1.9 2.8 0.980
H 3.18547 -4.27177 0.18361 -0.2 0.1 0.0 0.370
C -0.44079 2.73369 -4.71114 0.1 0.0 -1.2 -1.017
H -5.26916 2.34911 -1.46914 -0.1 0.0 -0.1 0.445
C -3.28232 2.21663 -0.69556 1.1 -0.8 0.7 -0.426
C -0.54149 -0.80124 4.41763 0.8 0.1 -1.0 0.289
C -2.42984 -0.91407 -2.42849 0.0 0.2 0.0 -0.795
C 0.09500 -5.31344 1.10508 -0.1 -0.7 0.8 -0.040
H 3.07901 -2.35696 -0.84647 -0.2 0.7 0.0 0.599
C -2.24824 0.01500 6.43221 -0.2 0.5 -1.2 -0.644
C 2.29358 -1.84904 -0.24929 0.1 0.1 0.5 -1.673
C 0.51482 -1.13867 3.36187 -0.3 -1.2 -0.4 0.143
C -1.50314 2.43142 -2.15133 -0.4 -0.4 0.6 0.274
H -3.36608 0.97615 4.82374 -0.1 -0.1 0.2 0.358
C 3.92021 3.30204 0.30233 0.3 -0.5 0.3 -1.132
H -2.48287 2.72268 -5.42231 0.6 0.1 0.5 0.353
N -1.16304 -0.73872 -2.02611 0.5 0.4 -0.1 1.141
H 4.59615 2.67732 3.56765 -0.6 -0.2 -0.4 0.380
H 0.36227 -1.93068 -4.76373 0.4 0.0 -0.2 0.552
O 1.25450 -2.09967 3.61453 0.2 0.6 -0.1 -0.782
C -2.50970 0.36853 5.09859 0.1 -0.5 -0.4 -0.567
I -2.56852 -3.95648 1.73946 0.0 -0.1 -0.1 -0.031
H -3.17788 -0.67825 -1.68251 -0.1 0.0 0.0 0.592
H 4.50368 3.66288 -0.54590 -0.4 -0.1 0.0 0.373
N -1.95617 2.10817 -0.87616 -1.5 1.1 -0.9 -0.214
C 1.46170 -5.32630 0.83525 0.0 -1.4 0.2 -0.730
C 1.87510 2.88685 -1.01378 -2.2 -1.0 -0.6 0.015
C 0.01653 -2.94857 0.54811 0.2 0.3 0.2 0.364
H -3.63532 2.14703 0.34950 0.3 -0.4 -0.6 0.414
H 2.79419 -1.37144 0.61209 -0.3 0.1 -0.3 0.443
I 2.55555 -7.25764 1.15307 -0.8 1.5 -0.4 -0.114
H -0.92443 -0.94927 7.78884 0.0 -0.2 -0.3 0.310
H -4.50444 2.69555 -3.83622 0.4 -0.1 0.1 0.392
S -2.22180 0.15262 2.35719 -0.9 0.8 -0.5 -0.432
```
Positions in Å, forces in eV/Å.

The spin multiplicity is 1. As for the lowest unoccupied orbital energy: 0.80 eV. As for the HOMO-LUMO gap: 0.16264 hartree. As for the charge: -1. The highest occupied orbital energy is -3.6 eV.